(1)
Entry from the Open Molecules 2025 dataset: C4H8O2S as an isolated structure (wB97M-V/def2-TZVPD).

For the LUMO energy (spin up / spin down), the calculation gives 0.657 / -2.388 eV. Its expectation value of S² is 2.01. The calculation puts the frontier orbital gap (spin up / spin down) at 6.1253 / 7.4399 eV. Its spin multiplicity is 3. The value obtained for the total energy is -705.68234 Eh. As for the relative energy (zero: lowest compared OMol25 entry of this formula, charge and spin): 126.0 kJ/mol. For the largest force on an atom, the calculation gives 2.69 eV Å⁻¹.

Last column: Mulliken charge in e.
Geometry (Å):
C -1.128 0.201 0.481  0.7060
C -1.652 -0.743 -0.482  -1.0951
C 1.403 0.550 -0.756  -1.1400
C 0.773 0.343 0.585  0.3575
O -1.643 1.031 1.196  -0.5480
O 1.064 1.372 1.399  -0.5397
S 1.184 -1.326 1.161  -0.1231
H -2.584 -0.400 -1.134  0.2895
H -0.875 -0.915 -1.293  0.2791
H -2.001 -1.600 0.125  0.2666
H 2.471 0.787 -0.503  0.3281
H 1.348 -0.306 -1.488  0.3167
H 1.032 1.287 -1.416  0.3485
H 0.246 1.446 1.903  0.4270
H 0.362 -1.728 0.223  0.1268


(2)
Entry from the Open Molecules 2025 dataset: a single C4H8O2Se molecule (wB97M-V/def2-TZVPD).

For the LUMO energy (spin up / spin down), the calculation gives 0.090 / 0.554 eV. The calculation puts the frontier orbital gap (spin up / spin down) at 6.9550 / 8.7748 eV. The value obtained for the total energy is -2708.95066 Eh. As for the relative energy (zero: lowest compared OMol25 entry of this formula, charge and spin): 414.2 kJ/mol. For the largest force on an atom, the calculation gives 4.23 eV Å⁻¹.

Last column: Mulliken charge in e.
Geometry (Å):
C -0.112 1.309 -0.149  -0.1374
C 0.836 0.791 0.920  -0.8984
C -0.688 0.380 -1.056  -0.3830
C -0.630 -1.639 1.102  -0.3604
O 0.361 -0.513 -1.644  -0.4796
O 0.187 -2.252 0.233  -0.5635
Se 0.025 -0.349 2.249  0.0665
H -0.975 1.845 0.289  0.2507
H 0.411 2.262 -0.701  0.2776
H 1.670 0.252 0.494  0.3701
H 1.340 1.676 1.528  0.3242
H -1.502 0.785 -1.679  0.3115
H -1.414 -2.137 1.535  0.4261
H 0.149 -0.767 -2.495  0.2841
H 0.342 -1.642 -0.627  0.5114